(1)
One molecule with the formula C3H7ClO3S2. Source: OMol25; level of theory: ωB97M-V with the def2-TZVPD basis set.

Output
gap between HOMO and LUMO	9.45	eV
max |F|	0.09070	hartree/bohr
energy above the lowest of the compared OMol25 structures with the same formula, charge and spin	36.1	kcal per mole
HOMO energy	-9.2	eV
LUMO energy	0.28	eV

Geometry as ORCA input:
```
! RIJCOSX wB97M-V def2-TZVPD def2/J DEFGRID3
* xyz 0 1
Cl -1.3212 -0.6050 3.8103
C 0.9602 -1.1418 -2.1245
H -0.0886 -1.3077 -2.0802
C -1.4694 0.0780 2.1981
H -2.4575 0.2126 1.9367
H 1.0693 2.3113 -1.1498
S -0.8544 -1.1135 0.7478
S 1.3887 -0.2058 -0.8036
H 1.6452 -2.0110 -2.0042
O -1.4488 -0.5235 -0.4582
O 2.7779 -0.2543 -0.5979
H -0.9749 0.9567 2.1134
H -0.2980 1.2583 -1.5928
C 0.4734 1.4186 -0.9380
O 0.6297 -0.5759 0.8187
H -0.0316 1.5030 0.1242
*
```


(2)
C5H11Cl as an isolated structure. Source: OMol25; level of theory: ωB97M-V with the def2-TZVPD basis set.

Output
gap between HOMO and LUMO	10.92	eV
max |F|	0.12173	hartree/bohr
energy above the lowest of the compared OMol25 structures with the same formula, charge and spin	130.2	kcal per mole
HOMO energy	-10.0	eV
LUMO energy	0.88	eV

Geometry as ORCA input:
```
! RIJCOSX wB97M-V def2-TZVPD def2/J DEFGRID3
* xyz 0 1
H -1.5456 -0.3947 1.8787
H -2.7876 1.6050 0.1153
H 2.5172 -0.8486 0.2641
H -0.9183 1.6098 1.6837
H 0.7727 1.1976 -0.0260
C -1.2278 0.5588 1.1186
C -1.8554 0.9177 -0.2342
C 1.9730 -0.9742 -0.7040
C 0.1696 0.2998 0.4833
H -2.2881 -0.0111 -0.7155
C 0.4581 -0.6736 -0.4760
H -1.1930 1.7881 -0.6771
H 0.2134 -1.7146 -0.4340
H 0.1794 -0.4116 -1.4937
H 2.0813 -2.3783 -0.9841
Cl 1.1402 -0.3851 2.0149
H 2.3106 -0.1851 -1.8141
*
```